Entry 1:
This record from the Open Molecules 2025 dataset describes C4H6N2O in the gas phase in a non-equilibrium geometry. The level of theory is ωB97M-V/def2-TZVPD.

Its frontier orbital gap is 10.54 eV. The HOMO energy comes out at -10.377 eV. The calculation puts the relative energy (zero: lowest compared OMol25 entry of this formula, charge and spin) at 258.7 kJ/mol. Its SMILES is [H]/N=C1/O[C@H](C)/C1=N\[H]. For the LUMO energy, the calculation gives 0.2 eV.

```
13
Properties=species:S:1:pos:R:3:mulliken_charge:R:1
O 0.189 -0.655 -1.210 -0.3980
N 1.093 0.227 1.864 -0.6685
N 2.524 -0.634 -1.113 -0.7156
C 1.398 -0.476 -0.593 0.5304
C 0.774 -0.130 0.697 0.4174
C -0.631 -0.405 -0.045 0.1597
C -1.675 0.697 -0.310 -1.1334
H -2.331 0.444 -1.160 0.3169
H -1.172 -1.336 0.231 0.2554
H 3.256 -0.437 -0.433 0.2496
H 0.097 0.213 2.065 0.3345
H -2.336 0.846 0.554 0.3515
H -1.187 1.645 -0.548 0.3000
```

---

Entry 2:
This record from the Open Molecules 2025 dataset describes a molecular structure, C4H9AuO3 in a non-equilibrium geometry. The level of theory is ωB97M-V/def2-TZVPD.

Its frontier orbital gap (spin up / spin down) is 7.76 / 5.05 eV. The HOMO energy (spin up / spin down) comes out at -17.363 / -18.163 eV. The multiplicity is 3. Its total charge is +2. For the LUMO energy (spin up / spin down), the calculation gives -9.6 / -13.1 eV.

```
17
Properties=species:S:1:pos:R:3:mulliken_charge:R:1
Au 2.828 0.845 -1.134 0.6090
O -3.585 1.016 0.360 0.0183
O 1.668 0.339 -0.061 -0.2577
O 4.421 0.294 -1.036 -0.5517
C -2.770 0.210 0.748 0.1619
C -0.476 -0.752 0.195 -0.6431
C -1.964 -0.682 -0.155 -0.4370
C 0.245 0.545 -0.108 -0.3280
H 5.147 0.695 -0.557 0.3574
H -0.348 -1.005 1.259 0.4572
H -2.600 0.068 1.840 0.3993
H -0.035 -1.570 -0.396 0.3429
H 0.002 1.319 0.632 0.3918
H 2.005 -0.162 0.752 0.3958
H -2.394 -1.690 -0.029 0.3606
H -2.127 -0.385 -1.200 0.3949
H -0.016 0.916 -1.109 0.3284
```

---

Entry 3:
This record from the Open Molecules 2025 dataset describes 5 unconnected molecules or ions with the total composition C7H5BCl16O5S in a non-equilibrium geometry. The level of theory is ωB97M-V/def2-TZVPD.

Its frontier orbital gap is 10.06 eV. The HOMO energy comes out at -10.140 eV. The calculation puts the relative energy (zero: lowest compared OMol25 entry of this formula, charge and spin) at 215.9 kJ/mol. For the LUMO energy, the calculation gives -0.1 eV.

```
35
Properties=species:S:1:pos:R:3:mulliken_charge:R:1
Cl -0.446 -0.354 5.879 0.0276
Cl -5.469 -0.343 -0.209 -0.1231
Cl -3.057 1.085 -0.968 -0.0196
Cl -1.448 -1.929 8.103 -0.1013
Cl 3.320 -0.634 -1.174 -0.0915
Cl 2.725 -2.817 0.646 -0.0997
Cl 0.740 2.878 5.238 -0.0878
Cl -5.036 2.374 0.720 -0.0960
Cl 2.393 0.654 6.106 -0.0777
Cl -3.420 0.205 1.775 -0.0564
Cl 3.607 2.934 4.778 -0.1145
Cl 0.094 -3.204 5.999 -0.1030
Cl 4.134 -0.468 1.606 -0.0942
Cl 1.315 -0.288 0.898 -0.1100
Cl -2.598 -2.259 5.457 -0.0938
Cl 1.930 1.099 3.275 0.0842
S -0.293 -0.009 -3.983 0.6620
O -1.490 1.024 -3.385 -0.4918
O 1.217 0.818 -4.059 -0.2770
O -3.897 1.402 -4.200 -0.4900
O -0.591 -0.369 -5.437 -0.5537
O -3.055 -0.951 -3.758 -0.5235
C -1.099 -1.936 6.360 0.2821
C -4.245 0.831 0.330 0.2924
C 2.190 -0.273 -3.923 -0.0321
C 2.168 1.892 4.849 0.1879
C 3.701 0.330 -3.970 -0.3281
C 5.001 0.563 -4.033 -0.2963
C 2.875 -1.052 0.496 0.3133
B -2.819 0.502 -3.770 0.9423
H -4.664 0.791 -4.385 0.2730
H 2.006 -0.801 -2.906 0.2843
H 6.154 0.444 -4.087 0.3518
H 2.071 -1.086 -4.753 0.3122
H -4.016 -1.054 -3.517 0.2480
```

---

Entry 4:
This record from the Open Molecules 2025 dataset describes a molecular structure, C48H62AsGe2N2OPSn. The level of theory is ωB97M-V/def2-TZVPD.

Its frontier orbital gap is 3.90 eV. The HOMO energy comes out at -15.606 eV. The calculation puts the relative energy (zero: lowest compared OMol25 entry of this formula, charge and spin) at 148.5 kJ/mol. Its total charge is +4. For the LUMO energy, the calculation gives -11.7 eV.

```
118
Properties=species:S:1:pos:R:3:mulliken_charge:R:1
Sn 0.015 -0.184 0.022 0.9679
As 3.504 -6.238 0.124 0.2796
Ge -2.501 -0.517 1.236 0.1835
Ge -0.685 1.378 3.232 -0.3128
P -0.148 -3.381 0.057 0.8168
O -0.800 1.869 0.148 -0.1355
N 0.287 3.442 -1.129 -0.0329
N -1.740 3.922 -0.102 0.2948
C -0.865 -1.079 -3.214 -0.6534
C 1.321 2.485 -1.480 -1.1450
C -5.747 -2.957 3.418 -0.9810
C -4.946 -0.627 4.726 -0.4753
C -2.557 -7.332 0.569 -0.8830
C 4.945 -3.821 -0.587 -0.2126
C 3.488 -7.761 -1.082 0.2892
C -1.628 -5.675 -1.034 0.8616
C -0.343 5.794 -0.838 -0.7356
C -1.281 3.895 4.508 -1.5184
C -1.755 5.297 -0.642 -0.6571
C -6.039 -1.337 5.184 -0.9109
C -4.659 -2.242 2.956 0.1014
C -2.174 -6.989 -0.697 -0.7109
C -3.072 -0.384 3.084 1.1005
C 4.025 -4.963 -2.492 -0.1803
C -6.442 -2.500 4.533 -0.5864
C 5.459 -2.834 -1.423 -0.7102
C -2.905 3.565 0.697 -0.8797
C 1.416 -4.274 0.446 -1.4547
C 4.671 -8.110 -1.728 -0.2937
C 0.306 -1.184 -3.954 -1.1471
C 2.363 -8.566 -1.234 -0.1375
C -3.108 -5.853 -3.198 -1.4575
C 3.590 -10.031 -2.694 -0.5241
C 2.413 -9.696 -2.040 -0.6245
C 4.719 -9.239 -2.534 -0.6692
C 1.311 -2.050 -3.539 -0.3486
C -4.243 -1.069 3.598 0.6630
C -2.402 0.651 3.661 -0.6944
C 4.217 -4.887 -1.111 0.0435
C 4.548 -3.986 -3.329 -0.8310
C 1.169 -2.817 -2.382 -0.2391
C -0.744 3.076 -0.361 0.2080
C 0.813 0.149 3.412 0.1165
C -2.656 -4.966 -2.049 0.0207
C -0.447 3.289 3.367 0.1345
C -1.016 -1.835 -2.049 -0.2867
C 0.747 -0.283 4.898 -1.4698
C 5.261 -2.917 -2.795 -0.5487
C -2.393 -6.385 1.580 -0.7159
C 0.410 4.805 -1.695 -0.6627
C 1.603 -5.657 -0.167 -1.1307
C -5.418 -0.581 0.352 -1.3469
C -3.985 -0.197 -0.002 -0.3731
C 0.002 -2.728 -1.634 0.1909
C -1.776 -5.134 1.358 -0.7824
C -1.328 -4.794 0.113 0.3994
H 0.762 -0.733 2.771 -0.0203
H 0.619 3.481 3.500 0.5408
H -0.155 -0.855 5.115 0.3784
H -1.975 -1.843 -1.537 0.4615
H 1.442 -8.342 -0.705 0.3156
H 3.632 -10.914 -3.317 0.4156
H -7.301 -3.048 4.895 0.4514
H 1.740 0.685 3.206 0.5049
H -4.114 -2.604 2.083 0.4190
H 1.613 -0.905 5.122 0.4114
H -3.676 -5.245 -3.901 0.4448
H 5.564 -7.507 -1.609 0.4592
H 3.510 -5.816 -2.920 0.4509
H -6.101 -0.140 -0.373 0.4445
H -2.866 1.148 4.517 0.4667
H 1.471 5.045 -1.727 0.5112
H -1.155 4.977 4.512 0.4212
H 2.214 -3.587 0.137 0.4148
H -2.314 5.301 -1.581 0.3581
H 0.944 -6.370 0.332 0.6742
H -6.069 -3.859 2.915 0.4773
H -2.954 4.188 1.591 0.3868
H 1.415 -5.685 -1.243 0.4926
H 5.142 -3.773 0.479 0.5104
H -3.888 0.900 -0.069 0.5026
H -3.695 -0.552 -0.993 0.4608
H -1.598 -4.493 2.214 0.5973
H 4.436 -4.081 -4.403 0.5228
H -0.964 3.532 5.485 0.4169
H -4.660 0.280 5.243 0.4444
H -6.586 -0.987 6.049 0.4526
H -2.984 -8.301 0.784 0.5427
H 0.909 1.628 -2.027 0.2436
H -5.706 -0.228 1.340 0.3609
H 0.791 0.570 5.579 0.4545
H 2.025 2.970 -2.152 0.4593
H -2.346 3.692 4.391 0.3818
H -0.730 3.716 2.404 -0.0757
H -1.670 -0.438 -3.554 0.5750
H 0.429 -0.606 -4.861 0.4954
H -0.355 6.766 -1.328 0.3913
H -2.868 2.519 0.986 -0.0564
H -5.562 -1.660 0.324 0.3197
H -3.503 -4.608 -1.461 0.3675
H -3.761 -6.664 -2.879 0.4093
H -0.727 -5.804 -1.650 0.0542
H 1.986 -3.463 -2.083 -0.1795
H -2.321 -7.686 -1.514 0.7134
H -2.720 -6.626 2.587 0.5560
H 1.471 -4.323 1.536 0.6978
H 5.695 -2.173 -3.451 0.4995
H -2.120 -4.106 -2.442 -0.1849
H 5.642 -9.505 -3.031 0.4088
H 6.047 -2.027 -1.007 0.5080
H -3.811 3.744 0.115 0.4488
H 2.224 -2.140 -4.115 0.5019
H 0.153 5.919 0.127 0.2923
H 0.032 4.797 -2.719 0.2927
H 1.884 2.152 -0.604 0.3403
H -2.262 -6.274 -3.743 0.3765
H 1.539 -10.326 -2.146 0.3925
H -2.299 5.916 0.070 0.4119
```

---

Entry 5:
This record from the Open Molecules 2025 dataset describes a molecular structure, C12H15CaNO5 in a non-equilibrium geometry. The level of theory is ωB97M-V/def2-TZVPD.

Its frontier orbital gap is 8.78 eV. The HOMO energy comes out at -16.542 eV. The calculation puts the relative energy (zero: lowest compared OMol25 entry of this formula, charge and spin) at 0.0 kJ/mol. Its total charge is +2. For the LUMO energy, the calculation gives -7.8 eV.

```
34
Properties=species:S:1:pos:R:3:mulliken_charge:R:1
Ca -0.851 0.890 -2.065 1.8713
O 2.811 1.408 -2.027 -0.0446
O -0.157 -0.569 -0.584 -0.9146
O -4.526 1.401 -2.012 -0.0129
O -0.756 4.415 -3.397 -0.0578
O -0.917 3.324 0.784 -0.0129
N 0.354 -2.125 0.942 -0.1732
C 0.774 -0.503 3.717 -0.8778
C -0.903 2.650 -0.146 0.0006
C 0.522 0.508 2.595 -0.6236
C 0.841 -2.597 2.257 -0.7710
C -0.773 -0.748 -4.099 -0.6428
C -3.399 1.213 -2.124 0.0155
C 0.186 -1.883 3.434 -0.5533
C -0.773 0.482 -4.664 -0.5698
C -0.795 3.330 -3.028 0.1364
C 1.236 0.135 1.295 -0.2523
C 0.439 -0.874 0.507 0.3418
C 1.680 1.322 -2.196 0.0674
H -0.559 0.610 2.422 0.3285
H 0.154 1.006 -4.937 0.3517
H 1.930 -2.470 2.314 0.2948
H 0.326 -2.523 4.318 0.3464
H -1.701 0.989 -4.969 0.3586
H -0.895 -1.810 3.266 0.3168
H -1.702 -1.320 -3.937 0.3557
H 0.623 -3.665 2.301 0.4453
H 0.159 -1.285 -3.860 0.3262
H 1.408 1.018 0.672 0.0319
H 1.853 -0.599 3.892 0.3293
H 2.222 -0.313 1.502 0.4763
H 0.005 -2.807 0.266 0.3571
H 0.863 1.501 2.920 0.4097
H 0.320 -0.116 4.641 0.3451
```

---

Entry 6:
This record from the Open Molecules 2025 dataset describes C3H5OP in the gas phase in a non-equilibrium geometry. The level of theory is ωB97M-V/def2-TZVPD.

Its frontier orbital gap is 11.03 eV. The HOMO energy comes out at -10.444 eV. The calculation puts the relative energy (zero: lowest compared OMol25 entry of this formula, charge and spin) at 108.1 kJ/mol. Its SMILES is C#C[P@@H](C)=O. For the LUMO energy, the calculation gives 0.6 eV.

```
10
Properties=species:S:1:pos:R:3:mulliken_charge:R:1
P -0.173 -0.802 0.138 0.4335
O -0.115 -2.181 -0.476 -0.6225
C 1.346 0.118 -0.185 -0.6243
C -1.489 0.346 -0.210 -0.8876
C 2.474 0.530 -0.191 0.2908
H -1.089 1.212 0.202 0.3400
H -1.793 0.516 -1.196 0.3371
H -2.463 0.042 0.388 0.2840
H -0.257 -0.606 1.796 0.1075
H 3.559 0.825 -0.265 0.3415
```

---

Entry 7:
This record from the Open Molecules 2025 dataset describes a gas-phase ion, C10H20N3 (charge +1) in a non-equilibrium geometry. The level of theory is ωB97M-V/def2-TZVPD.

Its frontier orbital gap is 10.32 eV. The HOMO energy comes out at -13.067 eV. The calculation puts the relative energy (zero: lowest compared OMol25 entry of this formula, charge and spin) at 545.6 kJ/mol. Its SMILES is CC[C@@H]1N2[C@@H]3[C@@H](CC)[NH2+][C@]3(CC)N12. Its total charge is +1. For the LUMO energy, the calculation gives -2.7 eV.

```
33
Properties=species:S:1:pos:R:3:mulliken_charge:R:1
N 1.374 0.298 0.705 -0.6464
N 0.191 -0.557 1.065 -0.3702
N -1.304 0.850 -0.238 0.0283
C -1.155 -1.472 -1.137 -0.5736
C 1.195 -2.871 2.582 -0.9176
C -2.397 -1.985 -0.428 -1.1768
C -0.199 1.825 -0.432 -0.4969
C -0.386 2.731 -1.547 -0.6918
C -0.405 -0.307 -0.362 0.0220
C 0.841 0.594 -0.655 0.1561
C 0.528 3.977 -1.631 -1.2741
C 1.606 -1.066 0.915 0.3105
C 2.052 -1.563 2.288 -1.0406
H 0.147 -2.477 2.721 0.2336
H -2.821 -2.875 -1.067 0.3303
H 1.593 3.731 -2.004 0.2967
H -1.433 3.148 -1.546 0.3468
H 1.876 -1.681 0.112 0.4854
H -1.780 0.790 0.647 0.3360
H -2.141 -2.392 0.524 0.3493
H -3.213 -1.305 -0.165 0.3671
H 1.535 0.748 -1.426 0.6224
H 0.539 4.535 -0.692 0.3564
H 0.072 2.339 0.416 0.4627
H 0.126 4.649 -2.452 0.3735
H 1.605 -3.179 3.573 0.3446
H -0.563 -2.546 -1.164 0.2411
H -1.924 0.843 -0.965 0.4233
H -1.332 -1.141 -2.099 0.5029
H 3.094 -1.609 2.297 0.4611
H -0.374 2.167 -2.479 0.4068
H 1.255 -3.401 1.710 0.3571
H 1.798 -0.800 2.936 0.3739
```

---

Entry 8:
This record from the Open Molecules 2025 dataset describes 3 unconnected molecules or ions with the total composition C6H14NO in a non-equilibrium geometry. The level of theory is ωB97M-V/def2-TZVPD.

Its frontier orbital gap is 4.05 eV. The HOMO energy comes out at -13.115 eV. The calculation puts the relative energy (zero: lowest compared OMol25 entry of this formula, charge and spin) at 971.1 kJ/mol. Its total charge is +1. For the LUMO energy, the calculation gives -9.1 eV.

```
22
Properties=species:S:1:pos:R:3:mulliken_charge:R:1
O -1.902 -1.426 1.098 -0.5642
N -1.925 -0.092 -1.084 -0.2781
C 1.584 -0.257 -0.313 1.0049
C 1.762 -1.275 -1.196 -0.9465
C -0.453 1.003 0.402 -0.8107
C 2.260 -0.164 0.934 -1.2691
C -1.853 1.012 -0.161 -0.6899
C 0.690 0.884 -0.691 -0.3903
H 1.181 -1.445 -2.095 0.3196
H -1.827 -2.394 1.158 0.2687
H 0.176 0.567 -1.588 0.4200
H 1.116 1.887 -0.610 0.3290
H 2.689 0.786 1.239 0.4374
H -2.551 0.846 0.695 0.3543
H -0.268 1.897 1.005 0.4164
H -1.806 -0.949 -0.465 0.2739
H -2.826 -0.065 -1.565 0.2992
H 1.242 0.229 2.317 0.2785
H -0.315 0.169 1.120 0.4558
H 2.766 -1.055 1.304 0.3485
H 2.358 -2.107 -0.828 0.2893
H -2.100 1.948 -0.676 0.4533
```